Below is a cluster of 2 separate species, C9H15ClNO2 in total at a distorted geometry, with properties calculated with wB97M-V/def2-TZVPD.

Charge: +1
LUMO level (eV): -4.99
Highest occupied orbital energy (eV): -11.54
Multiplicity: 1
HOMO-LUMO gap (eV): 6.55
Total energy (Ha): -1017.04075

Positions of all 28 atoms, in Å:
Cl  -2.61  2.47  -1.44
O  0.60  -0.97  -0.22
O  2.70  -1.92  -2.06
N  -3.33  1.49  1.02
C  -3.24  1.19  2.36
C  -2.36  2.09  0.27
C  -0.23  -0.74  -1.35
C  -1.09  2.44  0.90
C  2.61  -2.28  -0.69
C  3.09  -0.57  -2.26
C  1.16  -2.29  -0.21
C  -0.93  2.14  2.32
C  -2.02  1.50  3.10
H  0.01  2.41  2.84
H  2.52  0.11  -1.62
H  4.16  -0.46  -2.05
H  -0.27  2.94  0.34
H  -0.42  0.33  -1.41
H  -4.22  1.28  0.56
H  3.22  -1.61  -0.07
H  1.14  -2.64  0.82
H  3.01  -3.29  -0.59
H  -4.10  0.72  2.88
H  -1.91  1.26  4.18
H  2.90  -0.31  -3.30
H  0.24  -1.07  -2.28
H  -1.18  -1.26  -1.22
H  0.56  -2.97  -0.82

Atom charges from the Mulliken analysis, given in e for atoms 1 to 2:
1 Cl -0.0756
2 O -0.2755


Below is a cluster of 9 separate species, C17H54N2O11 in total at a distorted geometry, with properties calculated with wB97M-V/def2-TZVPD.

SMILES: COC[C@H](C)N.COC[C@H](C)N.OCCO.OCCO.CO.CO.CO.CO.CO
LUMO level (eV): 0.29
Highest occupied orbital energy (eV): -8.90
Multiplicity: 1
HOMO-LUMO gap (eV): 9.19
Total energy (Ha): -1616.97585

Positions of all 84 atoms, in Å:
O  -12.33  7.02  12.38
O  -7.16  1.82  14.04
O  -7.75  8.16  13.13
O  -6.74  8.31  17.34
O  -9.94  12.27  8.69
O  -6.69  13.51  14.11
O  -10.93  4.05  15.53
O  -6.30  9.89  14.76
O  -12.94  11.75  19.55
O  -9.92  9.63  14.27
O  -5.70  7.57  8.35
N  -14.74  10.06  17.69
N  -8.10  5.21  15.37
C  -11.49  5.34  15.50
C  -9.86  9.36  12.86
C  -13.48  9.67  18.36
C  -6.70  11.26  14.87
C  -12.97  8.41  17.55
C  -7.90  9.05  17.71
C  -9.29  11.27  9.39
C  -7.80  0.83  13.16
C  -13.42  11.30  20.86
C  -6.51  3.70  16.44
C  -9.03  8.13  12.52
C  -13.18  5.92  12.51
C  -7.26  4.03  15.13
C  -6.40  8.27  9.30
C  -6.31  12.21  13.67
C  -12.45  10.75  18.62
C  -8.09  2.89  14.51
H  -12.78  7.85  12.57
H  -12.26  11.32  17.71
H  -15.05  10.80  18.30
H  -8.85  8.56  17.50
H  -8.25  1.09  12.20
H  -6.26  11.52  15.83
H  -6.54  8.48  16.42
H  -13.95  6.06  13.27
H  -13.47  5.71  11.48
H  -7.68  6.01  15.82
H  -12.44  5.41  14.96
H  -6.68  12.00  12.67
H  -10.88  9.35  12.47
H  -11.73  5.54  16.54
H  -10.86  9.78  14.40
H  -14.33  10.70  20.76
H  -8.75  2.44  15.26
H  -7.93  9.11  18.80
H  -8.55  0.20  13.65
H  -9.08  8.08  11.43
H  -5.81  4.53  16.52
H  -8.79  3.25  13.75
H  -6.15  2.67  16.48
H  -9.63  7.28  12.87
H  -12.33  7.83  18.21
H  -12.56  8.74  16.59
H  -8.46  10.82  8.86
H  -7.79  11.21  14.95
H  -7.80  8.82  13.83
H  -10.00  10.44  9.43
H  -13.79  12.22  21.31
H  -10.77  6.08  15.15
H  -7.07  9.04  8.91
H  -15.33  9.26  17.88
H  -10.08  4.31  15.90
H  -8.90  11.59  10.36
H  -12.57  10.88  21.38
H  -9.38  12.59  7.98
H  -9.29  10.19  12.45
H  -6.61  4.42  14.35
H  -6.98  0.21  12.82
H  -5.42  9.76  15.12
H  -12.63  5.04  12.84
H  -5.23  12.23  13.52
H  -5.64  8.81  9.86
H  -7.19  3.87  17.27
H  -5.33  6.77  8.75
H  -8.60  5.64  14.60
H  -7.87  10.03  17.24
H  -6.45  14.21  13.51
H  -11.52  10.34  19.03
H  -7.00  7.62  9.93
H  -13.92  9.37  19.31
H  -13.76  7.77  17.16

Atom charges from the Mulliken analysis, given in e for atoms 1 to 2:
1 O -0.3448
2 O -0.3592


Below is a structure of composition C7H16CdGaI2O at a distorted geometry, with properties calculated with wB97M-V/def2-TZVPD.

Charge: +1
LUMO level (eV): -7.63
Highest occupied orbital energy (eV): -11.52
Multiplicity: 1
HOMO-LUMO gap (eV): 3.89
Total energy (Ha): -3038.99750

Positions of all 28 atoms, in Å:
I  0.23  -2.09  1.14
I  -0.56  -3.32  -2.19
Cd  1.75  -4.49  1.11
Ga  -0.81  0.37  -0.42
O  2.88  1.69  1.65
C  -3.02  -3.49  -0.45
C  1.59  2.17  -0.84
C  1.20  3.02  0.37
C  -2.09  -2.41  -0.98
C  1.68  2.46  1.71
C  1.21  0.70  -0.75
C  -1.54  -1.51  0.10
H  -2.29  -1.46  0.90
H  1.77  0.22  0.04
H  1.80  3.28  2.43
H  -3.28  -4.22  -1.21
H  -3.95  -3.03  -0.09
H  1.16  2.62  -1.74
H  0.11  3.09  0.40
H  1.57  4.03  0.23
H  0.93  1.79  2.13
H  2.68  2.20  -0.98
H  -1.23  1.13  0.91
H  -1.57  0.61  -1.77
H  -2.62  -1.76  -1.68
H  3.59  2.24  1.29
H  1.37  0.17  -1.69
H  -2.57  -4.03  0.39

Atom charges from the Mulliken analysis, given in e for atoms 1 to 2:
1 I 0.3137
2 I 0.0932


Below is a cluster of 10 separate species, C38H82O24P2 in total at a distorted geometry, with properties calculated with wB97M-V/def2-TZVPD.

Charge: +1
LUMO level (spin up / spin down) (eV): -4.98 / -9.80
Highest occupied orbital energy (spin up / spin down) (eV): -11.39 / -11.39
Multiplicity: 2
HOMO-LUMO gap (spin up / spin down) (eV): 6.41 / 1.58
Total energy (Ha): -3985.35648

Positions of all 146 atoms, in Å:
P  -2.56  -2.57  -6.31
P  2.23  -4.18  -3.48
O  -2.20  -6.16  0.93
O  -2.81  -3.02  -4.79
O  2.82  -3.66  -2.09
O  -4.68  1.69  1.11
O  0.57  6.04  4.53
O  -3.17  -0.02  1.08
O  -1.14  -3.29  -6.67
O  1.02  -5.20  -3.05
O  -2.27  -0.94  -6.18
O  3.33  0.69  -2.91
O  3.94  0.54  -0.77
O  -2.72  -1.73  3.23
O  -3.04  -3.03  5.11
O  1.32  4.15  -4.37
O  1.41  2.49  4.33
O  -0.08  5.71  -3.25
O  -2.85  -4.13  0.09
O  3.25  -4.81  -4.42
O  -3.65  -2.93  -7.26
O  3.42  2.74  5.38
O  1.46  -2.89  -4.15
O  0.69  8.16  5.42
O  0.41  0.05  -1.16
O  1.13  -0.57  1.00
C  -3.38  -6.44  1.55
C  -0.53  -4.61  0.36
C  2.11  -1.85  -4.81
C  -1.33  -2.03  3.17
C  4.46  -1.37  0.56
C  0.46  5.08  -4.34
C  -0.48  -3.21  -7.96
C  4.01  -0.88  -0.83
C  3.56  1.20  -1.84
C  0.54  6.96  5.57
C  -0.72  -1.96  -1.99
C  -4.86  -1.74  4.24
C  -4.99  -1.56  0.34
C  1.65  6.11  -1.59
C  0.79  0.28  0.13
C  -3.40  -2.19  4.26
C  -0.48  -1.41  4.31
C  -0.04  5.67  -5.67
C  -1.98  -4.96  0.35
C  2.53  2.08  4.70
C  3.57  -4.53  -1.24
C  -3.65  1.17  1.47
C  4.29  4.58  6.65
C  -4.00  -2.61  -4.04
C  0.65  5.11  2.39
C  2.96  0.69  4.24
C  3.16  4.08  5.72
C  0.77  6.44  3.23
C  -3.75  -0.77  0.07
C  -3.51  -5.83  2.97
C  0.37  5.43  -1.93
C  0.58  1.72  0.49
C  0.43  6.34  6.97
C  0.13  -5.62  -4.07
C  -2.80  1.92  2.49
C  -1.28  -0.54  -5.24
C  0.61  -1.23  -1.69
C  3.45  2.74  -1.61
H  3.97  0.75  3.83
H  0.48  4.34  -1.85
H  3.20  -1.95  -4.81
H  -0.36  1.82  1.05
H  -4.84  -2.41  -4.70
H  1.99  -0.84  -4.42
H  2.27  0.21  3.54
H  1.83  -1.90  -5.86
H  4.05  5.55  7.09
H  0.62  5.28  1.31
H  4.62  -4.26  -1.16
H  -1.82  -0.03  -4.44
H  1.35  2.17  1.12
H  -0.83  -1.73  5.29
H  3.10  -4.49  -0.25
H  0.48  -2.70  -8.00
H  -3.27  1.80  3.46
H  -4.47  -6.05  3.44
H  0.15  -4.97  -4.94
H  -1.13  5.64  -5.76
H  1.47  4.45  2.67
H  -3.34  -7.53  1.63
H  -0.36  -3.55  0.57
H  -4.28  -6.15  1.00
H  4.40  3.18  -1.32
H  3.14  3.11  -2.59
H  -0.69  0.24  -5.74
H  1.60  7.20  -1.63
H  -4.84  -0.77  4.73
H  2.59  2.98  -0.98
H  -3.77  -1.64  -3.59
H  2.89  4.74  4.89
H  2.27  4.10  6.35
H  -5.11  -1.65  3.18
H  4.35  -2.45  0.64
H  0.01  -5.12  1.16
H  3.85  -0.93  1.35
H  5.51  -1.17  0.76
H  -4.35  -3.29  -3.27
H  -5.22  -2.14  -0.55
H  -1.11  -3.10  3.19
H  1.35  6.24  7.53
H  3.03  -1.28  -1.11
H  4.61  3.92  7.45
H  -0.94  -1.77  2.19
H  -0.05  5.37  6.87
H  -0.54  -2.86  -2.56
H  0.46  2.30  -0.42
H  -0.04  -4.87  -0.57
H  -2.79  2.97  2.23
H  -4.79  -2.28  1.12
H  0.58  -1.67  4.23
H  1.09  -0.99  -2.64
H  0.30  6.70  -5.64
H  -0.25  4.53  2.55
H  -5.37  -2.60  4.66
H  3.41  -5.58  -1.48
H  -1.01  -2.68  -8.76
H  -3.41  -4.75  2.88
H  1.72  6.95  3.07
H  5.16  4.80  6.02
H  -1.82  1.46  2.63
H  -2.67  -6.04  3.63
H  -0.35  5.85  -1.23
H  -3.94  -0.20  -0.84
H  2.42  5.96  -2.35
H  0.00  7.15  2.94
H  2.16  5.92  -0.65
H  0.27  -6.68  -4.28
H  -3.00  -1.50  -0.23
H  -0.67  -1.38  -4.91
H  -0.88  -5.44  -3.71
H  -0.58  -0.34  4.15
H  -1.15  -2.17  -1.01
H  -5.86  -0.94  0.59
H  3.02  0.02  5.10
H  4.70  -1.30  -1.56
H  0.53  5.39  -6.56
H  -0.41  -4.24  -8.31
H  -0.29  6.99  7.47
H  1.31  -1.85  -1.13
H  -1.42  -1.30  -2.51

Atom charges from the Mulliken analysis, given in e for atoms 1 to 2:
1 P 0.8221
2 P 0.5385


Below is a cluster of 2 separate species, C6H12N2 in total at a distorted geometry, with properties calculated with wB97M-V/def2-TZVPD.

Charge: -1
LUMO level (spin up / spin down) (eV): 3.46 / 3.31
Highest occupied orbital energy (spin up / spin down) (eV): 0.64 / -2.89
Multiplicity: 2
HOMO-LUMO gap (spin up / spin down) (eV): 2.82 / 6.20
Total energy (Ha): -345.19933

Positions of all 20 atoms, in Å:
N  -1.06  1.00  -2.10
N  -2.74  1.19  -0.31
C  1.16  -0.63  2.49
C  -2.38  1.00  -1.56
C  2.33  -1.80  -0.83
C  2.13  -0.99  0.26
C  1.37  -1.43  1.42
C  -1.71  1.56  0.66
H  1.83  -2.74  -0.87
H  -1.31  2.58  0.47
H  -0.95  0.08  -2.51
H  -1.11  1.55  -2.98
H  2.92  -1.53  -1.66
H  1.72  0.30  2.50
H  -0.86  0.90  0.62
H  -2.21  1.64  1.66
H  0.57  -0.91  3.35
H  -3.08  0.63  -2.35
H  2.53  0.02  0.37
H  0.85  -2.43  1.38

Atom charges from the Mulliken analysis, given in e for atoms 1 to 2:
1 N -0.6630
2 N -0.3921


Below is a cluster of 7 separate species, C33H47N7O12 in total at a distorted geometry, with properties calculated with wB97M-V/def2-TZVPD.

LUMO level (eV): -4.17
Highest occupied orbital energy (eV): -8.97
Multiplicity: 1
HOMO-LUMO gap (eV): 4.79
Total energy (Ha): -2570.63380

Positions of all 99 atoms, in Å:
O  44.88  38.84  47.73
O  41.96  32.83  46.07
O  52.28  36.03  44.61
O  39.99  31.90  46.44
O  40.57  44.45  41.17
O  42.22  42.66  48.31
O  42.23  43.46  40.24
O  36.73  39.17  49.51
O  51.33  36.96  42.97
O  43.79  37.33  46.66
O  43.00  39.32  46.97
O  43.42  41.19  50.76
N  38.50  39.88  48.33
N  40.81  32.88  46.56
N  42.98  43.33  46.22
N  43.95  38.49  47.03
N  44.09  40.14  51.07
N  51.26  36.54  44.03
N  41.35  43.52  41.10
C  48.80  37.15  44.11
C  40.31  41.46  44.23
C  39.70  40.73  48.31
C  48.92  37.19  47.11
C  41.38  42.55  42.21
C  43.11  42.63  47.37
C  41.33  40.46  44.43
C  45.89  41.21  52.40
C  41.14  35.41  47.12
C  43.93  43.36  45.16
C  43.44  38.95  51.62
C  45.53  40.39  51.12
C  41.76  44.16  46.07
C  40.74  36.63  47.99
C  42.96  39.12  53.08
C  40.25  42.57  43.23
C  45.93  41.21  49.97
C  50.08  36.86  44.86
C  47.46  37.13  44.86
C  50.12  36.97  46.40
C  38.13  39.34  47.13
C  40.33  34.06  47.21
C  46.27  39.04  50.79
C  45.80  37.95  51.77
C  39.34  36.39  48.65
C  42.46  41.49  42.32
C  38.52  35.27  48.61
C  44.36  37.72  51.32
C  47.57  37.11  46.48
C  42.34  40.26  43.34
C  38.96  34.13  47.78
C  42.20  38.73  50.68
C  37.82  39.75  49.49
H  50.96  37.35  46.94
H  39.53  43.15  43.30
H  41.93  45.19  46.85
H  41.34  37.66  47.91
H  45.62  42.15  52.35
H  41.47  44.23  45.15
H  43.64  42.77  44.24
H  43.13  41.47  41.47
H  39.63  41.72  48.00
H  42.03  35.37  46.67
H  45.53  42.30  50.21
H  42.92  39.34  43.20
H  47.36  39.05  50.71
H  45.90  37.92  52.82
H  41.09  39.78  45.30
H  46.56  37.14  44.43
H  37.00  39.24  47.17
H  43.94  41.94  47.71
H  45.45  40.85  53.24
H  47.11  41.14  52.47
H  42.62  38.09  53.53
H  40.32  40.30  47.61
H  38.51  38.19  47.12
H  44.18  44.58  45.05
H  46.05  38.59  49.79
H  44.94  42.98  45.25
H  38.85  37.12  49.28
H  47.00  41.28  49.69
H  45.48  40.82  48.98
H  48.78  37.41  48.24
H  48.78  37.21  42.94
H  37.46  35.35  48.76
H  43.66  39.36  53.85
H  38.32  40.32  50.35
H  44.16  37.44  50.32
H  38.08  33.53  47.72
H  38.72  39.82  46.22
H  40.21  40.69  49.45
H  41.32  39.64  50.95
H  39.65  41.20  44.90
H  44.02  36.95  51.87
H  41.99  39.82  53.08
H  46.50  37.24  46.96
H  40.96  43.53  46.33
H  46.43  37.15  51.54
H  42.34  38.68  49.65
H  41.77  37.59  50.88

Atom charges from the Mulliken analysis, given in e for atoms 1 to 2:
1 O -0.5260
2 O -0.5475


Below is the molecule C23H26BrNO4, with properties calculated with wB97M-V/def2-TZVPD.

SMILES: CCO[C@@H]1OC(C(=O)Nc2ccccc2)=C[C@H](c2ccc(Br)cc2)[C@H]1CCCO
LUMO level (eV): 0.51
Highest occupied orbital energy (eV): -8.53
Multiplicity: 1
HOMO-LUMO gap (eV): 9.04
Total energy (Ha): -3821.77613

Positions of all 55 atoms, in Å:
Br  7.15  -2.09  -0.58
O  1.50  -0.45  1.56
O  -0.04  5.14  -1.45
O  -1.46  -1.43  -2.40
O  -0.53  0.17  0.62
N  -2.49  -1.24  -0.36
C  -0.98  4.48  -0.62
C  0.98  -1.43  2.45
C  -5.22  -3.28  -1.77
C  1.00  -0.98  3.91
C  1.80  0.99  -0.95
C  1.47  1.61  0.42
C  0.65  0.62  1.26
C  0.81  2.99  0.32
C  -4.03  -2.59  -1.69
C  5.49  -1.15  -0.71
C  3.11  -1.18  -0.86
C  -5.74  -2.68  0.49
C  3.09  0.21  -0.89
C  -6.08  -3.33  -0.68
C  4.31  -1.86  -0.77
C  -4.54  -1.99  0.58
C  -0.38  -0.20  -0.70
C  0.67  0.15  -1.45
C  4.30  0.90  -0.83
C  -0.52  3.04  -0.43
C  -1.49  -1.02  -1.26
C  -3.68  -1.94  -0.51
C  5.50  0.23  -0.74
H  -1.30  2.50  0.12
H  -5.49  -3.78  -2.69
H  -7.02  -3.87  -0.75
H  -0.34  6.04  -1.60
H  2.19  -1.73  -0.91
H  -4.28  -1.49  1.50
H  -0.04  -1.71  2.15
H  0.28  1.11  2.17
H  1.50  3.66  -0.19
H  0.70  -0.20  -2.47
H  -0.41  2.59  -1.41
H  0.71  -1.82  4.55
H  -2.34  -0.80  0.54
H  -1.05  4.99  0.36
H  0.31  -0.16  4.09
H  -1.97  4.49  -1.09
H  2.40  1.74  0.98
H  4.30  1.98  -0.86
H  -6.40  -2.71  1.34
H  0.66  3.38  1.33
H  6.43  0.77  -0.70
H  4.32  -2.94  -0.75
H  1.64  -2.29  2.32
H  2.00  -0.66  4.19
H  -3.36  -2.56  -2.54
H  1.95  1.82  -1.66

Atom charges from the Mulliken analysis, given in e for atoms 1 to 2:
1 Br -0.2120
2 O -0.1651


Below is the molecule C4H9NO at a distorted geometry, with properties calculated with wB97M-V/def2-TZVPD.

SMILES: C=C(CC)ON
LUMO level (eV): 1.15
Highest occupied orbital energy (eV): -9.22
Multiplicity: 1
HOMO-LUMO gap (eV): 10.36
Total energy (Ha): -287.67603

Positions of all 15 atoms, in Å:
O  -0.28  1.77  0.46
N  0.25  1.71  1.80
C  0.65  -1.79  -0.73
C  -0.50  0.36  -0.25
C  0.67  -0.38  0.18
C  -1.49  0.30  -1.13
H  1.08  -2.55  -0.08
H  0.86  2.53  1.83
H  -0.33  -2.16  -1.05
H  -2.23  1.09  -1.16
H  -1.63  -0.54  -1.80
H  0.58  -0.71  1.22
H  1.29  -1.68  -1.60
H  1.62  0.10  -0.07
H  -0.55  1.95  2.38

Atom charges from the Mulliken analysis, given in e for atoms 1 to 2:
1 O -0.3354
2 N -0.4772